Molecular formula: C5H14N2O
Method: DFT, wB97M-V/def2-TZVPD

The value obtained for the energy above the lowest of the compared OMol25 structures with the same formula, charge and spin is 69.20 kcal per mole. As for the HOMO energy (alpha / beta): -0.46528 / -0.46288 Eh. For the total energy, the calculation gives -383.2653 Eh. The calculation puts the LUMO energy (alpha / beta) at -0.12560 / -0.29285 Ha.

Structure (ORCA input):
```
! RIJCOSX wB97M-V def2-TZVPD def2/J DEFGRID3
* xyz 1 2
O 2.62268 -1.01720 -0.25875
N -1.41941 -1.25326 -1.56780
N 0.79271 2.58274 0.10332
C -2.34828 -2.33241 -1.30435
C -0.79244 0.26244 0.41350
C 0.81623 2.04687 1.48064
C 0.18725 0.68771 1.54279
C -0.67292 -0.89229 -0.28380
H -0.02913 0.63318 2.60602
H -1.97955 -0.45841 -1.79042
H -3.40167 -2.04352 -1.57656
H 0.35006 2.77618 2.16377
H 1.06954 1.95963 -0.57144
H 0.99472 0.01082 1.48885
H -1.64443 0.89134 0.12962
H 0.05505 -1.59287 0.12814
H 3.00224 -0.60733 -1.08516
H -2.29073 -2.90160 -0.38932
H 1.80348 2.00683 1.80683
H -2.16793 -3.09685 -2.09891
H 3.22217 -0.90005 0.41803
H 1.28256 3.51999 -0.00086
*
```

natural (NBO) population analysis, charges in e, atoms 1 to 6: number 1, O, carries -0.961; number 2, N, carries -0.354; number 3, N, carries -0.852; number 4, C, carries -0.473; number 5, C, carries 0.052; number 6, C, carries -0.196


Molecular formula: CH3N2O
Method: DFT, wB97M-V/def2-TZVPD

As for the SMILES: N#[N+]CO. The value obtained for the energy above the lowest of the compared OMol25 structures with the same formula, charge and spin is 40.86 kcal per mole. As for the HOMO energy: -0.64389 Eh. For the total energy, the calculation gives -224.2815 Eh. The calculation puts the LUMO energy at -0.24505 Ha.

Structure (ORCA input):
```
! RIJCOSX wB97M-V def2-TZVPD def2/J DEFGRID3
* xyz 1 1
O -0.45328 1.00335 -0.82989
N 0.69590 -0.93836 -0.15011
N 1.25440 -1.87442 -0.24250
C -0.06630 0.12530 0.16200
H -1.37751 1.19790 -0.50571
H -0.83325 -0.19144 0.77667
H 0.78003 0.67766 0.78954
*
```

natural (NBO) population analysis, charges in e, atoms 1 to 6: number 1, O, carries -0.604; number 2, N, carries 0.142; number 3, N, carries 0.413; number 4, C, carries -0.004; number 5, H, carries 0.514; number 6, H, carries 0.266


Molecular formula: C6H13N
Method: DFT, wB97M-V/def2-TZVPD

The value obtained for the energy above the lowest of the compared OMol25 structures with the same formula, charge and spin is 124.25 kcal per mole. As for the HOMO energy: -0.27288 Eh. For the total energy, the calculation gives -290.9607 Eh. The calculation puts the LUMO energy at 0.03747 Ha.

Structure (ORCA input):
```
! RIJCOSX wB97M-V def2-TZVPD def2/J DEFGRID3
* xyz 0 1
N -0.67008 -0.15811 -0.53460
C -0.55569 0.50933 0.75423
C 0.66380 0.38078 -1.63998
C -1.30314 1.83000 0.85561
C 0.86989 0.49579 0.35440
C -0.89754 -1.59680 -0.54174
C 1.72454 -0.60104 0.91691
H 1.75042 0.19137 -1.66851
H -2.39015 1.66610 0.85916
H 2.55043 -0.86353 0.23763
H -1.02234 2.35716 1.77809
H -0.24044 -2.18889 0.11679
H 0.23355 -0.27212 -2.42368
H 0.45336 1.42298 -1.88134
H -0.76601 -1.95614 -1.57325
H -1.93750 -1.78517 -0.23806
H 2.17726 -0.17833 1.82987
H -1.04764 2.46981 0.00249
H -0.81020 -0.19040 1.56454
H 1.21748 -1.53277 1.23144
*
```

natural (NBO) population analysis, charges in e, atoms 1 to 6: number 1, N, carries -0.342; number 2, C, carries -0.186; number 3, C, carries -0.431; number 4, C, carries -0.604; number 5, C, carries 0.058; number 6, C, carries -0.431


Molecular formula: C9H12N2OS
Method: DFT, wB97M-V/def2-TZVPD

As for the SMILES: NCCS/C(=N\O)c1ccccc1. The value obtained for the energy above the lowest of the compared OMol25 structures with the same formula, charge and spin is 54.34 kcal per mole. As for the HOMO energy: -0.32257 Eh. For the total energy, the calculation gives -933.0066 Eh. The calculation puts the LUMO energy at 0.00532 Ha.

Structure (ORCA input):
```
! RIJCOSX wB97M-V def2-TZVPD def2/J DEFGRID3
* xyz 0 1
S -0.81612 -0.69610 -0.69460
O 0.46628 0.68149 -2.80461
N 1.27170 0.71791 -1.65352
N -2.53428 2.84829 0.74581
C -1.72178 1.61824 0.80095
C 1.32871 -1.04292 1.57590
C 2.15763 -1.26572 2.68794
C 3.38896 -0.55471 2.76094
C 0.80032 0.03956 -0.60896
C 3.77455 0.31711 1.76265
C 1.69322 -0.17095 0.54712
C 2.93928 0.48780 0.68528
C -1.87175 0.85236 -0.53179
H -2.89173 0.48903 -0.67959
H -1.63700 1.50185 -1.36788
H -2.10150 3.57125 0.15369
H -0.69815 1.88894 1.05000
H 1.04104 0.49008 -3.56567
H -2.03565 0.94447 1.57504
H 0.39546 -1.62136 1.43600
H -3.48977 2.69381 0.43598
H 4.70347 0.90804 1.85996
H 4.00870 -0.71405 3.64080
H 3.24287 1.20219 -0.06295
H 1.81496 -1.95719 3.48093
*
```

natural (NBO) population analysis, charges in e, atoms 1 to 6: number 1, S, carries 0.178; number 2, O, carries -0.580; number 3, N, carries -0.130; number 4, N, carries -0.837; number 5, C, carries -0.235; number 6, C, carries -0.177


Molecular formula: C4H9NO2
Method: DFT, wB97M-V/def2-TZVPD

As for the SMILES: CON=C=O.CC. The value obtained for the energy above the lowest of the compared OMol25 structures with the same formula, charge and spin is 85.11 kcal per mole. As for the HOMO energy: -0.36453 Eh. For the total energy, the calculation gives -362.9499 Eh. The calculation puts the LUMO energy at 0.01689 Ha.

Structure (ORCA input):
```
! RIJCOSX wB97M-V def2-TZVPD def2/J DEFGRID3
* xyz 0 1
O -2.37301 0.63348 -0.81847
O -0.85709 -2.36504 -0.77380
N -1.30990 -0.07390 -0.24819
C -2.96775 1.41752 0.20375
C 2.36909 -0.83863 -0.51389
C -1.16091 -1.25589 -0.56822
C 2.20277 0.06710 0.70376
H -2.24961 2.13018 0.62714
H 2.21084 -0.28456 -1.44567
H 1.19945 0.50616 0.73268
H 2.92744 0.88827 0.68912
H 2.35600 -0.48566 1.63732
H 3.37214 -1.27712 -0.55287
H -3.36437 0.78107 1.00371
H 1.65238 -1.66682 -0.50099
H -3.78173 1.95065 -0.29368
*
```

natural (NBO) population analysis, charges in e, atoms 1 to 6: number 1, O, carries -0.355; number 2, O, carries -0.464; number 3, N, carries -0.339; number 4, C, carries -0.250; number 5, C, carries -0.609; number 6, C, carries 0.850


Molecular formula: C3H10NSe
Method: DFT, wB97M-V/def2-TZVPD

The value obtained for the energy above the lowest of the compared OMol25 structures with the same formula, charge and spin is 86.04 kcal per mole. As for the HOMO energy (alpha / beta): -0.42040 / -0.42041 Eh. For the total energy, the calculation gives -2576.0573 Eh. The calculation puts the LUMO energy (alpha / beta) at -0.17234 / -0.17231 Ha.

Structure (ORCA input):
```
! RIJCOSX wB97M-V def2-TZVPD def2/J DEFGRID3
* xyz 1 1
Se -1.24733 -0.67344 -0.11024
N 2.81066 -0.58699 0.54682
C 2.46207 -0.72503 -0.74478
C -3.07206 0.31844 0.50323
C -0.13945 0.60520 -0.84863
H -3.89953 -0.07157 -0.06554
H 2.90016 0.03741 -1.31305
H 1.98497 -1.59871 -1.03135
H -3.16851 -0.06448 1.53353
H -0.04584 0.52877 -1.87700
H -0.22078 1.53210 -0.46819
H 3.21451 0.20132 1.00047
H -0.78206 -0.18204 1.23255
H -2.63879 1.42825 0.37652
H 2.34704 -1.18578 1.24592
*
```

natural (NBO) population analysis, charges in e, atoms 1 to 6: number 1, Se, carries 0.694; number 2, N, carries -0.652; number 3, C, carries 0.125; number 4, C, carries -0.704; number 5, C, carries -0.947; number 6, H, carries 0.238